1.
Computed, not measured: a 2-piece molecular cluster, C3H3OP overall at a distorted geometry, with ωB97M-V/def2-TZVPD.

Structure (XYZ):
```
8
Properties=species:S:1:pos:R:3:forces:R:3
H -0.3854 -0.5466 2.5825 0.2500 -0.0441 0.4825
C -0.6222 0.2830 -0.7424 2.1249 -0.4988 0.1068
O -0.8699 -0.5191 1.7549 0.0477 -0.0039 -0.3462
C 0.3906 0.9525 -1.1945 0.5820 -0.6203 -0.8996
P 1.4687 -1.5093 0.2662 0.3511 -0.4523 0.1661
H -1.4409 -0.0743 -0.2536 -2.6724 -0.2239 0.3969
C 0.7105 -0.2821 -0.5357 -0.7946 1.3270 -0.1411
H 0.7486 1.6959 -1.8773 0.1113 0.5162 0.2347
```
Positions in Å, forces in eV/Å.

Properties
- M (g/mol) = 86.03
- LUMO (spin up / spin down) (eV) = 0.85 / -1.99
- multiplicity = 3
- HOMO level (spin up / spin down) (eV) = -7.5 / -8.2
- DFT total energy (eV) = -14488.4246
- charge = 0

---

2.
Computed, not measured: a 2-piece molecular cluster, C22H20B2ClF2N3O6PS4 overall at a distorted geometry, with ωB97M-V/def2-TZVPD.

Structure (XYZ):
```
61
Properties=species:S:1:pos:R:3:forces:R:3
H -0.3389 0.7196 -1.9712 -0.1266 -0.1560 0.0898
C 4.5966 0.6390 1.2242 0.3244 0.0891 -0.1649
S -2.1527 -4.3516 0.6730 0.1135 -0.2166 -0.0830
H 1.5628 -5.9884 -3.5217 0.0123 -0.0063 0.0548
H 5.6782 0.2450 3.7774 -0.4828 0.1548 0.1061
F -5.0759 5.2491 -3.3058 -0.0111 -0.0302 0.0428
C 3.3278 1.1695 1.4266 -0.0983 -0.0275 0.1586
C 0.0969 -3.3997 -1.1343 0.0577 -0.1489 -0.2573
H 1.3936 -4.3752 0.2649 0.0220 -0.0655 -0.0158
S -3.2814 -2.1293 2.7289 -0.1564 0.1474 0.1756
C 0.2181 -4.3220 -3.3389 -0.0591 0.0912 0.2006
C 1.0393 -4.3618 -0.7618 -0.1460 0.1261 -0.1291
H 7.8713 1.2536 1.8035 0.1579 0.6033 0.2585
C -3.1231 5.6522 -0.7192 -0.0586 0.1769 0.0340
N 1.2849 -0.8490 -0.9150 -0.2213 0.4530 0.1726
B 5.8483 1.1443 2.0371 -0.1935 0.2194 0.2025
C -0.2544 -0.2225 0.8728 -0.1168 0.0951 0.1017
C 4.7583 -0.3861 0.2944 0.1752 0.0829 -0.0142
C -1.3396 -0.4850 1.7253 0.2236 0.0002 -0.2271
P 0.8991 0.1261 -2.2655 0.2956 0.2426 -0.3266
F -3.0013 5.9297 -3.9709 0.0442 -0.0098 0.0259
H -3.9714 0.4517 3.1253 0.0547 -0.0438 -0.0159
H -1.0474 -2.6552 -2.8057 -0.0223 -0.0326 0.0357
C 1.1364 -5.2461 -2.8553 -0.1176 0.2275 0.1278
O 5.7976 1.1330 3.4288 0.6784 -0.1716 -0.0661
B -3.7553 5.4190 -2.9296 -0.1017 0.1295 -0.1804
C 3.6789 -0.8879 -0.4080 0.1065 -0.0145 0.0919
C -3.2847 1.0337 2.5122 -0.0066 0.0529 0.0230
H 5.7405 -0.8044 0.1106 -0.0096 -0.0411 -0.0290
N 7.0252 1.6326 1.3966 -0.2191 -1.1773 -0.2588
C -0.4115 -2.4180 -0.1383 -0.0291 -0.0127 0.1555
Cl 3.9097 -2.1578 -1.5487 0.0129 -0.1540 -0.1336
C -3.7437 1.0075 1.0606 0.1437 0.1457 0.1323
O -3.1750 4.1146 -2.4537 0.0626 -0.0329 0.1345
O -2.3095 3.3496 -0.5299 0.1644 -0.1394 0.1011
C 0.1862 -1.1638 -0.0488 -0.0523 -0.2511 -0.0958
H 3.1675 1.9625 2.1462 0.0010 -0.0123 0.0274
H -1.2148 1.4686 2.5345 0.1278 -0.0715 -0.0029
H -3.0480 1.5779 0.4440 0.0016 -0.1874 -0.1033
S 0.6248 1.3177 0.9199 -0.0320 0.1379 0.0239
H -5.9545 0.9519 0.0904 0.0570 -0.1014 -0.1052
N 1.5470 -5.2742 -1.5851 -0.0831 0.1011 -0.1001
C 2.4200 -0.3601 -0.1997 -0.0554 -0.1419 -0.1627
H -0.0681 -4.3370 -4.3824 -0.0125 -0.0061 0.0163
C 2.2554 0.6718 0.7100 -0.2030 -0.0209 0.1177
H -2.6733 -3.1168 3.3946 0.0276 -0.1790 -0.0990
O -3.6591 6.3068 -1.7225 0.0467 -0.1086 0.0320
H -3.3861 -4.0073 0.2845 -0.0982 0.0920 0.1116
H -1.6551 0.2639 3.7114 -0.0277 -0.1420 -0.0391
C -1.8209 0.5772 2.6769 -0.1764 0.2790 0.1245
C -0.3236 -3.3848 -2.4620 0.3578 -0.2969 0.1064
O -2.9088 6.0753 0.3854 0.0217 -0.0388 0.0260
H -3.8163 -0.0206 0.7094 -0.0247 0.0384 -0.1342
H 0.6083 -0.8316 -3.2478 -0.1445 -0.0516 -0.0018
S -5.3627 1.8068 0.9259 -0.2810 0.1846 0.1356
H 7.0372 1.4136 0.4082 0.0180 0.3865 -0.0929
C -2.8073 4.2172 -1.2027 -0.0900 -0.0413 -0.1839
C -1.9250 -1.7518 1.6421 0.1924 -0.0312 0.1577
O 1.9736 1.0609 -2.6405 0.0573 -0.1303 0.0234
H -3.3293 2.0586 2.8879 -0.0837 0.0236 -0.0543
C -1.4647 -2.7126 0.7314 -0.0176 0.0122 -0.2505
```
Positions in Å, forces in eV/Å.

Properties
- M (g/mol) = 676.73
- LUMO (eV) = 1.61
- HOMO level (eV) = -6.6
- DFT total energy (eV) = -111846.2072
- charge = -1

---

3.
Computed, not measured: one molecule with the formula C5H9Cl at a distorted geometry, with ωB97M-V/def2-TZVPD.

Structure (XYZ):
```
15
Properties=species:S:1:pos:R:3:forces:R:3
H 2.0476 -0.5337 -1.0214 -0.2024 0.8786 0.2590
Cl -2.5025 -0.1349 0.8232 0.2999 -0.5004 -0.1505
C -0.0523 -1.9260 -0.1339 -1.1698 -2.1330 2.0746
H -1.8374 2.2051 0.2666 -0.3403 0.6745 -0.5058
C 1.5067 0.1506 -0.3380 -1.8193 0.0656 0.6022
C -0.8359 1.8429 0.1462 0.2304 -0.0907 -1.7152
H 0.3225 -2.5186 0.7429 0.4620 0.7597 -0.4489
H -0.2673 2.2268 -0.7921 -1.2116 -0.6075 1.7376
H -0.3514 2.0662 1.0381 1.3023 1.4981 1.4509
C -0.9105 0.3668 0.2691 -0.1803 -0.1350 -0.7261
C 0.1000 -0.4478 0.0100 0.1826 -0.1595 -1.2374
H 1.9606 0.1729 0.6369 0.9120 -0.2540 0.3687
H 1.4358 1.2495 -0.5769 0.2650 -1.4508 -0.5088
H 0.4836 -2.3183 -0.9792 0.1416 -0.0314 -0.5286
H -1.0996 -2.4016 -0.0916 1.1276 1.4858 -0.6716
```
Positions in Å, forces in eV/Å.

Properties
- M (g/mol) = 104.58
- LUMO (eV) = 0.95
- HOMO level (eV) = -8.7
- DFT total energy (eV) = -17852.2740
- SMILES string = CC(C)=C(C)Cl
- charge = 0

---

4.
Computed, not measured: one molecule with the formula C2H5BO at a distorted geometry, with ωB97M-V/def2-TZVPD.

Structure (XYZ):
```
9
Properties=species:S:1:pos:R:3:forces:R:3
O -2.3792 1.6690 0.7336 1.8806 -0.5488 -0.3962
H 1.9635 -0.2604 0.6220 -0.8174 0.0000 -0.0352
C -1.3898 1.1195 0.4891 -1.1197 0.5817 1.2912
B -0.3814 0.1668 -0.1022 2.9784 0.7811 -2.0648
H 1.5075 -0.9358 -0.8568 0.3875 -0.5704 -2.0964
H 1.0067 -1.7409 0.6272 -0.1538 -0.4864 0.0781
H 0.0211 0.9471 -1.1080 -0.9758 -0.7566 1.3849
C 1.1530 -0.8155 0.1050 -2.4093 2.3254 2.3536
H -1.5015 -0.1497 -0.5098 0.2295 -1.3260 -0.5153
```
Positions in Å, forces in eV/Å.

Properties
- M (g/mol) = 55.87
- LUMO (eV) = 0.17
- HOMO level (eV) = -10.5
- DFT total energy (eV) = -4876.7760
- charge = 0

---

5.
Computed, not measured: C4H4LiO2 as an isolated structure at a distorted geometry, with ωB97M-V/def2-TZVPD.

Structure (XYZ):
```
11
Properties=species:S:1:pos:R:3:forces:R:3
H 0.9133 0.0975 1.6501 -0.4693 0.2348 0.4242
C 0.3532 0.0084 -1.0027 -0.2737 2.2773 0.4795
H -0.2631 -0.6531 -1.6145 -0.3850 0.2006 1.0517
C -0.8128 -1.0354 1.0639 0.6999 1.7119 2.7690
H -1.8444 -0.9119 0.7197 0.5566 -0.7996 -0.7026
H -0.3154 -1.9435 1.4097 -1.1190 -0.0129 0.4739
C -0.1145 0.1276 1.2690 0.6423 -4.7323 -0.3102
O 2.4146 0.8144 -2.1181 -0.3709 -1.0432 0.8906
C 1.5111 0.3671 -1.5481 -0.0694 1.8800 -0.5410
Li -1.6348 2.1773 -0.0232 0.3148 -0.1242 0.0005
O -0.2071 0.9515 0.1942 0.4739 0.4075 -4.5356
```
Positions in Å, forces in eV/Å.

Properties
- M (g/mol) = 91.01
- LUMO (eV) = -5.02
- HOMO level (eV) = -13.1
- DFT total energy (eV) = -8501.9934
- charge = +1

---

6.
Computed, not measured: C27H34B2N7O7Pt as an isolated structure at a distorted geometry, with ωB97M-V/def2-TZVPD.

Structure (XYZ):
```
78
Properties=species:S:1:pos:R:3:forces:R:3
H 3.8730 -3.3147 -4.0598 0.0049 -0.0084 -0.0071
O 2.5946 -1.8539 -0.3646 0.0683 -0.0298 -0.0508
H 4.4956 -3.6990 0.0749 0.0032 -0.0101 0.0057
O 0.1400 -0.9388 1.3580 0.1192 0.1870 -0.1876
C -1.5426 -2.5197 2.9642 0.0344 0.0331 0.0616
C -2.1972 -3.4505 3.7532 -0.0768 -0.0846 0.0180
N 2.6178 1.5695 1.2781 0.2533 0.2310 0.0297
N -2.4235 -4.6728 5.8818 0.0520 0.3596 -0.1248
H 4.0878 0.1069 1.4083 0.0321 0.0420 -0.0068
C -0.9401 0.7400 -4.3627 -0.0004 0.0197 0.2935
C -1.8403 1.6380 1.3129 -0.0749 -0.0162 0.0130
H -3.3239 2.7794 2.5159 -0.0114 0.0067 0.0059
H -3.3160 -4.1085 -1.1107 -0.0076 -0.0012 0.0021
C 3.0343 -2.6291 -3.9175 0.0010 0.0134 0.0058
H 3.4782 3.9463 3.2568 -0.0066 -0.0028 -0.0063
H -1.1219 4.3796 2.9053 0.0101 0.0062 0.0018
H 1.0242 3.1809 -5.6576 0.0039 0.0069 -0.0053
N -0.5535 1.8416 1.0558 0.1049 0.2515 -0.0180
H -2.2014 -4.0257 -2.4776 0.0145 -0.0095 -0.0094
N 2.4299 2.7530 1.8725 -0.1660 0.0917 -0.0060
H 3.0171 -1.9280 -4.7527 0.0048 -0.0002 -0.0048
C -2.0152 -2.4011 -1.0708 0.3461 0.0505 0.0848
C 4.5887 -3.1106 -0.8384 -0.0151 -0.0184 0.0023
H -0.7458 -3.8609 -0.3716 0.0150 0.0101 0.0424
H -0.3480 -3.1666 6.5821 0.0048 0.0087 -0.0131
H -1.8821 -2.3255 1.9573 0.0032 0.0099 -0.0184
H 2.2170 -4.4111 -0.4579 0.0001 -0.0002 0.0187
O 2.0191 -1.0432 -2.4185 0.0818 -0.0135 0.0394
H 5.3086 -1.4443 -2.9124 0.0137 0.0057 -0.0039
C 3.2061 -2.7272 -1.3315 -0.0303 -0.0121 -0.0021
H 1.2433 4.5562 2.3911 -0.0797 0.0853 -0.0628
H -0.8497 0.0480 -2.3194 -0.0034 -0.0971 -0.0046
H 5.1862 -2.2296 -0.6138 -0.0021 0.0090 0.0037
N -0.9280 -2.8751 -0.4179 -0.1794 0.1095 -0.0312
H -3.5952 -2.9215 -2.4010 0.0010 -0.0121 -0.0032
C -1.2277 3.4729 2.3347 0.0329 0.0090 0.1328
N 1.1426 1.6197 -1.4315 0.1992 0.9129 -1.1324
H 2.1061 -3.1973 -3.9335 -0.0033 0.0017 0.0069
C -1.7396 -3.6686 5.0409 0.0051 -0.0609 0.0095
N -0.1699 2.9685 1.6906 0.0116 -0.1750 -0.0567
H 4.4918 -0.3428 -1.7794 0.0120 -0.0047 0.0128
C 3.4629 3.0310 2.6882 -0.0574 0.0283 0.0808
H -1.7462 0.0748 -4.6435 -0.0180 -0.0144 -0.0015
C -0.4047 1.6224 -5.2900 -0.0184 0.0480 -0.1807
C 0.2710 -0.7587 2.6307 -0.0140 -0.1122 0.4388
C -0.4434 0.7121 -3.0700 -0.1341 -0.0106 -0.1106
H -2.3306 0.7720 0.8950 -0.0141 0.0013 -0.0136
H 1.3220 4.1331 0.4203 -0.0038 -0.0781 -0.0068
H -0.4485 -2.2279 0.2150 0.1159 -0.1354 0.0058
C -0.4553 -1.8116 3.4666 0.0294 0.0985 -0.0857
H 5.1119 -3.7131 -1.5851 0.0061 -0.0028 -0.0035
C -0.0332 -2.0314 4.7749 -0.0034 0.0205 -0.0850
C 4.3618 1.9847 2.6277 -0.0230 -0.0597 0.0015
O 0.8836 0.1140 3.2120 -0.0738 -0.0843 -0.0807
C 4.3810 -0.9076 -2.7061 -0.0462 -0.0119 -0.0089
H -3.0503 -4.0048 3.3896 0.0110 0.0111 -0.0017
O -2.2967 -1.2135 -1.0611 -0.3425 -0.0845 -0.0644
O -2.0136 -4.8375 7.0140 0.0142 -0.0992 0.0474
C 0.6190 2.4898 -4.9294 0.0663 0.0486 -0.1043
C 3.1888 -1.8571 -2.6209 -0.0372 0.0152 0.0297
C -2.3278 2.6570 2.1290 0.0216 -0.0043 0.0045
H -0.7917 1.6430 -6.3020 0.0040 -0.0125 -0.0057
B 1.2303 3.6901 1.5440 0.0879 -0.0923 0.0376
H 1.3283 -3.6875 -1.8062 0.0033 0.0020 -0.0117
Pt 0.7233 0.4944 -0.0872 -0.3388 -1.1113 0.7404
H 1.9028 3.1377 -3.3204 -0.0089 0.0152 -0.0089
C 3.7652 1.0882 1.7274 0.0528 -0.0699 0.0147
C -0.6652 -2.9702 5.5685 -0.0264 -0.0791 0.0939
C 2.3201 -3.9641 -1.4474 0.0502 0.0064 -0.0260
C -2.8338 -3.4311 -1.8175 -0.0653 0.0224 -0.0501
B 1.8314 -0.9171 -1.0467 -0.1372 -0.1554 0.0748
O -3.3712 -5.2642 5.4022 -0.0191 -0.1090 0.0029
C 1.1112 2.4721 -3.6404 0.1937 0.1772 -0.0498
H 5.2880 1.8769 3.1663 0.0076 0.0084 0.0055
C 0.5979 1.5778 -2.6971 -0.0478 -0.0854 0.2918
H 2.7527 -4.7056 -2.1226 -0.0096 0.0022 0.0142
H 0.7944 -1.4456 5.1510 0.0014 0.0093 -0.0130
H 4.1993 -0.1952 -3.5115 -0.0025 -0.0070 -0.0068
```
Positions in Å, forces in eV/Å.

Properties
- M (g/mol) = 785.31
- LUMO (spin up / spin down) (eV) = 1.31 / 1.51
- HOMO level (spin up / spin down) (eV) = -4.6 / -5.0
- DFT total energy (eV) = -57916.1361
- charge = -1

---

Result set for energy above the lowest of the compared OMol25 structures with the same formula, charge and spin: 239.75; 0.00; 101.94; 305.03; 280.61; 361.69 kJ/mol, one per record in the order listed.